(1)
{"formula": "C16H49O12", "method": "ωB97M-V with the def2-TZVPD basis set", "species": ["C", "O", "O", "O", "H", "C", "O", "H", "H", "H", "H", "C", "O", "H", "H", "H", "H", "C", "O", "H", "H", "H", "H", "C", "O", "H", "H", "H", "H", "C", "O", "H", "H", "H", "H", "C", "O", "H", "H", "H", "H", "C", "C", "C", "O", "H", "H", "H", "H", "H", "H", "H", "H", "C", "C", "C", "O", "H", "H", "H", "H", "H", "H", "H", "H", "C", "C", "C", "O", "H", "H", "H", "H", "H", "H", "H", "H"], "coordinates": [[0.077195, -1.254597, -0.212286], [-0.125805, -1.846597, 0.868714], [-0.384805, -0.047597, -0.389286], [0.451195, -1.873597, -1.179286], [-0.588805, 0.340403, 0.414714], [1.629195, -4.925597, -0.977286], [1.011195, -4.609597, 0.180714], [0.935195, -5.124597, -1.784286], [2.225195, -5.701597, -0.907286], [2.348195, -4.088597, -1.410286], [0.507195, -3.987597, 0.063714], [-3.094805, -1.776597, -1.053286], [-2.236805, -2.955597, -1.312286], [-2.928805, -1.021597, -1.731286], [-2.881805, -1.393597, 0.080714], [-4.078805, -1.912597, -1.098286], [-1.487805, -2.559597, -1.284286], [1.105195, 3.336403, -0.982286], [-0.067805, 4.124403, -1.226286], [0.849195, 2.331403, -0.952286], [1.447195, 3.769403, 0.026714], [1.706195, 3.244403, -1.933286], [-0.762805, 3.575403, -0.933286], [-3.164805, 3.782403, 0.086714], [-2.046805, 2.844403, 0.209714], [-3.629805, 3.731403, 1.102714], [-3.769805, 3.305403, -0.714286], [-2.917805, 4.737403, -0.127286], [-2.429805, 2.268403, 0.904714], [3.124195, -0.997597, -3.339286], [3.184195, -1.828597, -2.199286], [3.047195, -1.617597, -4.323286], [3.877195, -0.330597, -3.310286], [2.228195, -0.456597, -3.135286], [2.399195, -1.889597, -1.703286], [-2.619805, -3.794597, 2.483714], [-2.198805, -2.459597, 2.432714], [-3.424805, -4.036597, 3.352714], [-1.654805, -4.278597, 2.458714], [-2.929805, -3.955597, 1.375714], [-1.237805, -2.364597, 1.863714], [3.937195, 0.204403, 2.895714], [3.171195, -0.704597, 1.947714], [3.935195, -1.812597, 1.331714], [2.035195, -1.266597, 2.539714], [3.325195, 1.139403, 3.375714], [4.622195, 0.757403, 2.457714], [4.216195, -0.522597, 3.848714], [2.905195, 0.070403, 1.147714], [4.540195, -2.527597, 2.261714], [4.766195, -1.282597, 0.816714], [3.316195, -2.365597, 0.540714], [1.486195, -1.612597, 1.879714], [-0.083805, 1.384403, -4.970286], [-0.528805, 0.943403, -3.638286], [-1.796805, 1.618403, -3.155286], [-0.634805, -0.470597, -3.623286], [-0.906805, 1.358403, -5.787286], [0.658195, 0.719403, -5.364286], [0.340195, 2.254403, -4.912286], [0.361195, 1.037403, -2.940286], [-1.635805, 2.766403, -2.982286], [-2.315805, 1.280403, -2.213286], [-2.694805, 1.686403, -3.922286], [-0.269805, -0.726597, -2.744286], [-0.042805, 1.648403, 3.361714], [-1.504805, 2.179403, 3.625714], [-1.600805, 3.594403, 3.607714], [-2.339805, 1.495403, 2.635714], [0.073195, 1.897403, 2.345714], [0.013195, 0.514403, 3.281714], [0.611195, 1.855403, 4.163714], [-1.838805, 1.842403, 4.605714], [-1.401805, 4.085403, 2.577714], [-0.895805, 4.039403, 4.323714], [-2.640805, 3.976403, 3.970714], [-2.669805, 0.641403, 3.022714]], "forces_ev_per_a": [[-1.7, -2.6, 1.5], [0.4, 0.4, 2.2], [0.6, 1.7, -2.8], [1.9, -0.4, -3.6], [-0.9, 1.2, 2.7], [-0.3, 4.9, -3.3], [7.8, -10.3, 3.7], [-0.4, -0.1, -0.4], [2.8, -4.1, 0.9], [-1.4, -1.2, 0.9], [-8.5, 10.8, -1.8], [4.3, -0.8, 4.3], [-9.6, -2.1, 0.0], [1.1, 1.8, -1.6], [-0.4, -0.8, -2.6], [-4.0, -1.7, -0.2], [8.5, 3.3, 0.0], [-0.1, 2.1, 0.0], [1.4, 0.7, -1.2], [-0.8, -2.1, 1.1], [0.8, -1.1, -1.8], [0.3, 1.3, 1.3], [-1.6, -0.9, 0.7], [-0.9, -4.8, 1.1], [-0.8, 0.7, 0.5], [-0.3, 0.4, -1.0], [-0.3, 0.9, 0.6], [1.3, 3.0, -0.8], [1.1, -0.2, -0.3], [-3.5, -3.3, -0.2], [3.2, -0.8, -0.6], [0.2, 1.2, 1.6], [3.0, 2.0, -0.3], [-1.0, 0.8, -1.0], [-2.1, 0.2, 0.4], [-0.4, 0.1, -2.1], [2.5, 2.1, -0.5], [2.1, 0.5, -2.2], [-0.2, -1.7, 1.1], [-0.8, -0.7, 1.9], [-3.4, -0.1, 1.7], [-4.5, -2.6, 6.0], [-1.2, 1.8, -0.7], [3.0, -1.4, 0.7], [1.1, 1.7, 2.6], [0.5, -2.6, -1.0], [4.2, 1.7, -2.1], [0.0, 2.2, -2.3], [-0.2, -1.2, 0.2], [-2.2, 1.8, -2.9], [-0.1, -0.8, -0.1], [1.0, 0.4, 1.5], [-1.7, -1.0, -1.7], [-3.3, -4.3, -2.7], [0.7, -1.2, 1.8], [-2.6, 3.0, 0.0], [-0.3, -0.7, 0.6], [1.0, 0.3, 1.5], [0.5, -0.6, 0.0], [2.1, 5.4, 0.1], [-1.1, 1.2, -0.4], [0.1, -1.9, -0.2], [1.2, -0.1, -0.8], [2.0, -0.7, 0.9], [-0.5, -0.5, -0.7], [-2.8, -2.4, 0.3], [1.3, -4.7, 0.1], [-1.7, 4.8, -1.0], [-0.7, -0.2, 0.8], [1.4, 1.1, -1.1], [-0.6, 1.1, 0.4], [1.2, 1.1, 0.3], [0.0, -0.2, 0.2], [-0.2, -0.9, 1.5], [0.0, -0.2, -0.2], [1.6, -0.7, -0.8], [0.7, 1.1, -0.6]], "energy_ev": -41949.5623, "multiplicity": 1, "relative_energy_ev": 2.9703, "charge": -1}

***

(2)
{"formula": "C8H15IS", "method": "ωB97M-V with the def2-TZVPD basis set", "species": ["C", "C", "S", "I", "C", "C", "C", "C", "C", "C", "H", "H", "H", "H", "H", "H", "H", "H", "H", "H", "H", "H", "H", "H", "H"], "coordinates": [[1.566682, 1.047828, 1.737826], [1.742418, 0.828022, 0.271449], [2.015320, 2.470202, -0.627032], [3.678648, -0.516299, 0.038959], [0.595861, 0.027839, -0.437395], [0.188276, -1.347838, 0.165193], [-0.918725, -1.942059, -0.654296], [-2.191150, -1.156999, -0.460333], [-1.918045, 0.269340, -0.976891], [-0.657447, 0.916883, -0.334300], [2.513715, 1.230519, 2.166034], [1.115003, 0.216020, 2.269837], [0.840745, 1.911051, 1.973733], [2.956323, 2.783977, 0.280552], [0.954815, -0.102354, -1.428901], [-0.314661, -1.278276, 1.157563], [1.010513, -1.969358, 0.062351], [-1.076163, -2.952877, -0.419901], [-0.712804, -1.748086, -1.683400], [-3.080625, -1.568902, -0.894000], [-2.434547, -1.069804, 0.619661], [-1.837131, 0.252948, -2.040733], [-2.860669, 0.774267, -0.790980], [-0.480085, 1.952400, -0.758206], [-0.696270, 0.971544, 0.763215]], "forces_ev_per_a": [[-1.8, 1.1, 0.7], [0.0, -0.7, -1.3], [0.3, -1.5, 1.0], [-1.1, 0.9, 0.1], [-0.2, 0.8, 1.3], [-1.2, 1.7, -0.1], [-1.0, 1.3, -0.4], [0.6, 1.2, 1.2], [-0.4, -0.4, 1.3], [-0.2, 0.5, -0.5], [0.9, 0.5, 0.8], [0.2, -0.5, -0.2], [1.3, -1.0, -0.6], [0.0, 0.3, -0.3], [0.0, -0.3, -1.1], [1.3, 0.1, -0.1], [1.7, -1.4, 0.7], [0.1, -1.6, 0.0], [0.5, -0.8, -1.1], [-0.3, -0.4, -0.6], [0.2, -0.1, -0.3], [0.4, -0.1, -0.9], [0.2, 0.9, 0.2], [-0.3, -1.2, 0.6], [-1.0, 0.5, -0.3]], "energy_ev": -27474.5451, "multiplicity": 1, "relative_energy_ev": 0.0000, "charge": 0, "smiles": "C[C@@](S)(I)C1CCCCC1"}